1.
Molecular formula: C15H25N3O3
Method: DFT, ωB97M-V/def2-TZVPD

Properties
Energy relative to the best compared isomer or geometry (same formula, charge and spin) (kJ/mol): 0.00
SMILES: CCN1C(=O)[C@H](CC(=O)NC2CCCCC2)N(CC)C1=O

Geometry as XYZ:
```
46
Properties=species:S:1:pos:R:3:forces:R:3:mulliken_charge:R:1
C -3.913 0.914 2.236 0.0 0.1 -0.2 -1.08
H -4.986 0.790 2.344 -0.1 0.0 0.1 0.38
C -3.610 1.727 0.983 -0.2 -0.1 0.1 -0.67
N -2.181 1.871 0.799 -0.2 0.1 0.1 0.13
C -1.385 0.957 0.190 0.3 0.3 -0.2 0.27
O -1.737 -0.046 -0.378 -0.1 -0.2 0.0 -0.62
C 0.049 1.468 0.355 0.1 -0.2 0.0 0.20
N -0.160 2.772 0.928 0.2 0.0 -0.1 0.19
C -1.460 2.992 1.240 0.1 -0.1 -0.3 0.48
O -1.940 3.968 1.756 -0.2 0.3 0.3 -0.65
C 0.877 3.745 1.187 0.0 0.2 0.3 -0.72
C 1.409 3.688 2.617 -0.1 0.0 -0.2 -1.06
H 2.126 4.490 2.770 0.1 0.1 0.1 0.40
H 0.588 3.820 3.316 -0.1 0.0 0.1 0.29
H 1.899 2.740 2.822 0.1 -0.1 0.1 0.27
H 1.683 3.580 0.467 -0.1 0.1 0.0 0.35
H 0.439 4.731 1.011 0.1 -0.1 -0.1 0.42
C 0.840 0.529 1.286 -0.2 -0.2 0.0 -0.98
H 1.910 0.724 1.194 0.0 0.0 0.0 0.36
H 0.531 0.719 2.315 0.0 0.0 -0.1 0.47
C 0.564 -0.955 1.014 0.5 0.6 0.2 0.33
O 0.044 -1.662 1.847 -0.3 -0.2 0.3 -0.70
N 1.006 -1.391 -0.179 0.3 -0.2 -0.5 0.11
H 1.344 -0.727 -0.856 0.0 0.1 0.2 0.27
C 0.729 -2.727 -0.671 -0.1 -0.4 0.1 -0.27
C -0.255 -2.682 -1.845 0.0 0.2 0.1 -0.91
C 0.382 -2.100 -3.104 -0.1 -0.4 0.0 -0.52
C 1.647 -2.867 -3.477 0.1 0.3 0.0 -0.72
C 2.647 -2.840 -2.325 -0.1 -0.3 -0.1 -0.58
C 2.027 -3.439 -1.065 0.0 0.2 0.1 -1.02
H 1.798 -4.491 -1.244 0.0 -0.1 0.0 0.41
H 2.733 -3.385 -0.235 0.0 -0.1 0.0 0.37
H 2.961 -1.811 -2.135 0.1 0.1 0.0 0.31
H 3.540 -3.408 -2.595 0.1 0.1 0.0 0.33
H 2.098 -2.433 -4.373 0.0 -0.1 -0.1 0.35
H 1.386 -3.903 -3.702 0.0 -0.1 -0.1 0.31
H 0.624 -1.045 -2.948 0.0 0.1 0.0 0.22
H -0.336 -2.146 -3.925 0.0 0.1 0.0 0.37
H -1.119 -2.085 -1.552 0.0 -0.1 0.0 0.29
H -0.593 -3.699 -2.050 0.0 -0.1 0.0 0.45
H 0.266 -3.250 0.171 0.1 0.1 -0.2 0.48
H 0.538 1.546 -0.625 -0.2 -0.1 0.0 0.36
H -4.024 2.735 1.064 0.0 -0.1 -0.1 0.38
H -4.008 1.227 0.097 0.0 0.1 0.1 0.33
H -3.527 1.423 3.116 0.0 0.0 0.1 0.30
H -3.450 -0.067 2.164 0.0 -0.1 0.0 0.30
```
Positions in Å, forces in eV/Å.


2.
Molecular formula: C15H25N3O4S
Method: DFT, ωB97M-V/def2-TZVPD

Properties
Energy relative to the best compared isomer or geometry (same formula, charge and spin) (kJ/mol): 35.98
SMILES: Cc1cc(C)c(C(=O)N2CCC[C@@H](CNS(=O)(=O)N(C)C)C2)o1

Geometry as XYZ:
```
48
Properties=species:S:1:pos:R:3:forces:R:3:mulliken_charge:R:1
C -0.265 2.001 -3.129 0.1 -0.1 0.3 -1.27
C -1.291 1.689 -2.101 -0.5 0.0 -0.4 0.56
C -2.606 1.353 -2.217 0.6 0.2 0.1 -0.88
C -3.084 1.087 -0.910 0.5 0.0 0.6 1.05
C -2.005 1.272 -0.068 -1.1 -0.2 -0.6 0.53
C -1.989 1.036 1.383 0.2 0.2 0.4 0.28
O -3.056 0.942 1.981 -0.1 0.0 -0.2 -0.75
N -0.813 0.905 2.056 0.0 0.1 0.1 0.12
C 0.509 0.762 1.503 0.5 -0.2 -0.4 -1.60
H 0.546 1.155 0.494 0.1 0.0 0.2 0.62
C 0.948 -0.712 1.500 -0.1 0.1 0.2 1.21
C 0.103 -1.520 0.507 0.5 -0.1 0.6 -1.70
N 0.247 -0.971 -0.831 0.6 -0.3 -0.7 -0.05
S 1.452 -1.605 -1.778 -0.4 0.4 0.5 1.18
O 1.592 -3.012 -1.562 0.3 -0.1 0.1 -0.74
O 1.193 -1.129 -3.105 0.0 0.1 -0.1 -0.72
N 2.788 -0.847 -1.110 -0.8 -0.6 -0.3 0.15
C 4.026 -1.571 -1.304 0.2 -0.4 -0.1 -1.08
H 3.819 -2.623 -1.125 0.3 0.0 0.0 0.39
H 4.763 -1.212 -0.585 0.0 0.0 0.0 0.31
H 4.420 -1.449 -2.319 0.0 0.0 0.0 0.32
C 2.847 0.546 -1.486 0.0 0.4 -0.1 -0.56
H 3.573 1.056 -0.854 0.0 0.0 0.0 0.37
H 3.124 0.671 -2.538 0.0 0.0 0.0 0.29
H 1.860 0.969 -1.328 0.0 0.3 0.0 -0.13
H -0.605 -0.943 -1.366 -0.2 0.1 -0.3 0.39
H -0.951 -1.479 0.786 0.0 0.0 -0.1 0.49
H 0.431 -2.566 0.504 -0.2 0.0 0.2 0.38
C 0.853 -1.272 2.924 -0.1 0.0 -0.2 -1.21
C -0.514 -1.000 3.554 0.2 0.2 0.0 -0.59
C -0.870 0.483 3.442 -0.4 -0.2 0.3 -1.08
H -1.880 0.666 3.809 0.2 0.0 0.0 0.48
H -0.160 1.087 4.017 0.0 0.0 0.0 0.41
H -1.284 -1.587 3.052 -0.1 0.0 0.0 0.29
H -0.502 -1.293 4.604 -0.1 0.0 0.0 0.44
H 1.054 -2.344 2.916 0.1 0.0 0.1 0.44
H 1.623 -0.793 3.534 0.1 0.0 0.0 0.40
H 1.984 -0.758 1.155 -0.1 0.0 0.1 0.26
H 1.198 1.339 2.130 0.0 0.0 -0.1 0.34
O -0.920 1.653 -0.806 0.2 0.3 -0.1 -0.31
C -4.475 0.690 -0.572 0.0 -0.1 0.1 -1.47
H -4.840 -0.048 -1.284 -0.1 0.0 -0.1 0.39
H -5.127 1.562 -0.622 -0.1 0.0 0.0 0.29
H -4.519 0.296 0.438 -0.1 0.0 0.0 0.35
H -3.175 1.299 -3.123 -0.1 0.0 -0.3 0.54
H -0.745 2.363 -4.033 0.0 0.0 0.0 0.44
H 0.428 2.755 -2.760 0.1 0.1 0.0 0.28
H 0.299 1.097 -3.370 0.1 0.1 0.0 0.15
```
Positions in Å, forces in eV/Å.


3.
Molecular formula: C15H25N3O5S2
Method: DFT, ωB97M-V/def2-TZVPD

Properties
Energy relative to the best compared isomer or geometry (same formula, charge and spin) (kJ/mol): 0.00

Geometry as XYZ:
```
50
Properties=species:S:1:pos:R:3:forces:R:3:mulliken_charge:R:1
O 2.143 0.931 1.225 -0.1 0.3 0.2 -0.66
S 1.244 1.904 0.660 0.5 -1.9 0.1 1.39
O 1.378 2.101 -0.756 -0.4 0.8 0.3 -0.67
O -0.249 1.378 0.979 0.4 0.7 0.0 -0.33
C 1.429 3.413 1.632 0.3 0.9 0.1 -0.90
C 1.463 4.732 0.816 -0.7 0.5 -0.1 -0.77
C 0.240 4.999 -0.130 -0.1 0.5 0.4 -1.00
C -1.082 4.341 0.283 0.9 0.1 -1.2 0.63
C -1.733 3.581 -0.663 -1.0 0.1 1.3 -0.50
C -3.001 2.933 -0.319 0.8 0.5 0.0 -0.63
C -3.549 3.053 0.934 -0.2 -0.2 -0.3 -0.85
C -2.889 3.860 1.925 0.9 0.6 0.3 0.61
N -3.265 4.120 3.193 0.8 0.3 -0.5 -0.65
S -2.127 5.100 3.827 0.0 -0.2 -0.5 0.14
N -1.071 5.277 2.567 -1.8 -0.9 0.6 -0.54
C -1.635 4.534 1.605 -0.1 -0.7 -1.4 0.91
H -0.276 0.411 0.806 0.4 0.0 0.1 0.31
H 2.416 3.321 2.127 -0.5 -0.4 -0.4 0.48
H 0.702 3.457 2.463 0.1 -0.2 -0.7 0.35
H 2.383 4.837 0.213 -0.4 -0.4 0.4 0.42
H 1.482 5.556 1.558 0.1 -0.6 -0.2 0.41
H 0.507 4.727 -1.165 -0.3 -0.1 0.5 0.36
H 0.048 6.095 -0.151 0.3 -0.5 0.1 0.39
H -1.302 3.479 -1.667 -0.2 -0.1 0.6 0.32
H -3.488 2.345 -1.106 0.1 0.2 0.5 0.40
H -4.487 2.541 1.182 0.5 0.3 0.0 0.40
C 1.355 -6.334 0.198 0.2 0.1 0.0 -0.70
O 1.981 -5.582 -0.825 -0.2 -0.2 0.1 -0.33
C 1.293 -5.610 -2.071 0.2 0.2 -0.3 -0.82
C 0.615 -4.281 -2.363 -0.1 -0.1 0.3 -0.14
N -0.517 -4.046 -1.472 0.1 0.1 -0.1 -0.31
C -1.025 -2.674 -1.489 0.0 -0.2 0.2 -1.15
C -0.072 -1.540 -1.101 -0.3 0.2 -0.1 -0.07
O 0.303 -1.528 0.272 -0.2 0.1 -0.3 -0.47
C 1.352 -2.420 0.612 0.0 0.1 0.5 -0.70
H 2.065 -6.438 1.018 0.0 0.0 -0.1 0.23
H 0.467 -5.824 0.584 -0.1 -0.1 0.0 0.29
H 1.081 -7.333 -0.152 -0.1 0.0 0.0 0.33
H 0.585 -6.442 -2.126 -0.1 0.1 0.2 0.40
H 2.050 -5.784 -2.841 0.0 0.0 0.0 0.40
H 0.261 -4.278 -3.399 0.0 0.0 0.0 0.39
H 1.377 -3.499 -2.263 0.1 0.0 -0.2 0.14
H -0.244 -4.268 -0.524 0.0 0.0 0.0 0.09
H -1.866 -2.648 -0.791 0.0 0.1 -0.1 0.42
H -1.433 -2.467 -2.484 0.1 0.0 0.0 0.42
H -0.612 -0.602 -1.265 0.0 0.0 0.0 0.34
H 0.813 -1.489 -1.743 0.1 -0.1 0.1 0.33
H 2.080 -2.528 -0.194 -0.1 0.0 -0.1 0.34
H 0.946 -3.393 0.894 0.1 -0.1 -0.1 0.17
H 1.863 -2.017 1.486 0.0 0.1 -0.1 0.37
```
Positions in Å, forces in eV/Å.


4.
Molecular formula: C15H25N3S
Method: DFT, ωB97M-V/def2-TZVPD

Properties
Energy relative to the best compared isomer or geometry (same formula, charge and spin) (kJ/mol): 17.87
SMILES: CN(C)CCNC(=S)Nc1ccccc1C(C)(C)C

Geometry as XYZ:
```
44
Properties=species:S:1:pos:R:3:forces:R:3:mulliken_charge:R:1
C 2.557 0.021 -2.317 0.1 0.0 0.0 -0.95
N 1.742 0.224 -3.495 0.0 0.0 0.1 0.06
C 1.799 -0.924 -4.377 0.0 0.0 0.0 -0.91
H 2.830 -1.054 -4.705 0.0 -0.1 -0.1 0.32
H 1.176 -0.738 -5.250 0.0 0.0 -0.1 0.31
H 1.473 -1.856 -3.896 0.0 0.0 0.0 0.27
C 0.406 0.711 -3.246 -0.2 -0.2 0.1 -1.11
H 0.493 1.626 -2.650 -0.1 0.1 -0.1 0.44
C -0.596 -0.239 -2.551 0.0 0.2 -0.5 -0.81
N -0.321 -0.417 -1.150 0.2 0.0 0.5 0.13
C 0.069 -1.577 -0.591 -0.1 0.1 0.1 -0.23
N 0.378 -1.544 0.733 0.2 0.1 0.0 0.25
C 0.631 -0.338 1.444 0.1 0.2 0.1 0.03
C 1.964 0.070 1.493 0.0 0.1 0.0 -0.24
C 2.333 1.259 2.084 0.0 -0.1 0.0 -0.69
C 1.345 2.067 2.620 0.0 0.0 0.0 -0.87
C 0.029 1.653 2.593 0.1 0.1 0.0 -0.77
C -0.375 0.437 2.034 0.1 -0.1 -0.1 0.18
C -1.855 0.076 2.146 -0.3 -0.1 0.0 2.35
C -2.216 -1.343 1.701 0.0 0.1 0.0 -1.96
H -1.614 -2.084 2.219 0.0 -0.1 0.0 0.39
H -3.260 -1.532 1.943 -0.1 0.0 0.0 0.53
H -2.103 -1.479 0.630 0.0 -0.1 -0.1 0.33
C -2.676 1.065 1.305 0.1 -0.1 0.1 -1.53
H -2.475 2.095 1.588 0.0 0.1 0.0 0.33
H -3.737 0.873 1.444 -0.1 0.0 0.0 0.45
H -2.448 0.948 0.248 0.0 0.0 -0.1 0.26
C -2.266 0.190 3.625 0.0 0.0 -0.1 -1.80
H -2.191 1.207 3.998 0.0 0.1 0.1 0.35
H -3.298 -0.131 3.746 -0.1 0.0 0.0 0.48
H -1.635 -0.448 4.240 0.0 -0.1 0.1 0.41
H -0.712 2.304 3.027 -0.1 0.0 0.1 0.35
H 1.600 3.016 3.066 0.0 0.1 0.0 0.39
H 3.370 1.557 2.113 0.1 0.0 0.0 0.42
H 2.710 -0.569 1.041 0.0 -0.1 -0.1 0.48
H 0.804 -2.391 1.081 -0.1 0.0 -0.2 0.26
S 0.139 -3.015 -1.407 0.0 -0.7 -0.2 -0.40
H -0.236 0.419 -0.587 0.0 0.0 0.0 0.28
H -0.573 -1.226 -3.016 -0.1 0.1 0.0 0.52
H -1.603 0.179 -2.666 0.0 -0.1 0.0 0.27
H -0.022 0.982 -4.215 -0.1 0.1 0.1 0.42
H 2.327 -0.913 -1.787 0.0 0.0 0.0 0.26
H 3.603 -0.019 -2.627 0.1 0.0 0.1 0.43
H 2.433 0.860 -1.633 0.0 0.0 0.1 0.31
```
Positions in Å, forces in eV/Å.


Number 1: energy -26576.1195 eV, E_LUMO 0.45 eV, highest occupied orbital energy -9.4 eV. Number 2: energy -39456.2869 eV, E_LUMO 0.67 eV, highest occupied orbital energy -8.5 eV. Number 3: energy -52336.9376 eV, E_LUMO -0.69 eV, highest occupied orbital energy -8.8 eV. Number 4: energy -31266.6374 eV, E_LUMO 0.62 eV, highest occupied orbital energy -8.1 eV.